Computed, not measured: a gas-phase ion, C3H7N4O2 (charge +1) in a non-equilibrium geometry, with the ωB97M-V functional and the def2-TZVPD basis.

- charge = +1
- E_tot (eV) = -13270.5761
- LUMO (eV) = -3.9
- SMILES = NC1=NO[C@H](C(=[NH2+])O)N1

Last columns: bonded neighbours and bond lengths (Å).
Atoms and positions in Å:
1 N 2.632 -0.619 0.929  C2 1.273, H10 1.015, H11 1.046
2 C 1.666 -0.762 0.113  N1 1.273, N3 1.228, N9 1.447
3 N 1.617 -0.580 -1.101  C2 1.228, O4 1.430
4 O 0.280 -0.640 -1.605  N3 1.430, C5 1.451
5 C -0.566 -0.508 -0.432  O4 1.451, C6 1.539, N9 1.506, H12 1.087
6 C -1.167 0.897 -0.248  C5 1.539, N7 1.305, O8 1.268
7 N -2.179 1.362 -0.928  C6 1.305, H13 1.026, H14 1.040
8 O -0.589 1.406 0.758  C6 1.268, H15 1.103
9 N 0.359 -0.736 0.735  C2 1.447, C5 1.506, H16 1.055
10 H 3.573 -0.326 0.690  N1 1.015
11 H 2.627 -1.057 1.879  N1 1.046
12 H -1.350 -1.241 -0.261  C5 1.087
13 H -2.246 1.125 -1.924  N7 1.026
14 H -2.630 2.280 -0.739  N7 1.040
15 H 0.064 0.603 1.138  O8 1.103
16 H 0.378 -1.556 1.399  N9 1.055